Entry 1:
A 2-piece molecular cluster, C2H8O2 overall, computed with the ωB97M-V functional and the def2-TZVPD basis.

Values from the calculation:
Relative energy (zero: lowest compared OMol25 entry of this formula, charge and spin) (kJ/mol): 91.8
Energy (eV): -6287.1166
LUMO (alpha / beta) (eV): -3.811 / -10.403
Multiplicity: 2
Total charge: +1
HOMO energy (alpha / beta) (Eh): -0.56686 / -0.56633

Last column: Mulliken spin population.
Positions of all 12 atoms, in Å:
C1 2.298 -0.093 0.665  0.0564
O1 1.454 1.008 0.884  0.7910
H1 0.544 0.781 0.527  -0.0179
H2 2.932 0.305 -0.153  0.1167
H3 1.838 -1.057 0.366  0.0003
H4 2.802 -0.273 1.596  0.0519
C2 -2.305 -0.271 -0.596  -0.0005
O2 -0.863 -0.268 -0.439  0.0009
H5 -0.613 0.524 -0.915  0.0006
H6 -2.927 -0.477 0.273  0.0005
H7 -2.651 0.778 -0.794  0.0000
H8 -2.509 -0.957 -1.414  0.0001

=====

Entry 2:
A 2-piece molecular cluster, C2H8O2P2S overall, computed with the ωB97M-V functional and the def2-TZVPD basis.

Values from the calculation:
Relative energy (zero: lowest compared OMol25 entry of this formula, charge and spin) (kJ/mol): 292.6
SMILES: O=S(O)#[PH]P.C=C
Energy (eV): -35708.1416
LUMO (eV): 0.190
Multiplicity: 1
HOMO energy (Eh): -0.31927

Last column: Löwdin charge in e.
Positions of all 15 atoms, in Å:
O1 0.343 -2.582 0.104  -0.5116
S1 0.527 -1.284 0.689  0.5698
O2 1.440 -1.550 1.989  -0.3846
P1 2.310 -0.145 -0.343  0.4146
P2 1.701 1.826 0.360  0.4605
H1 1.047 -2.200 2.523  0.0234
H2 1.525 -0.261 -1.550  -0.1372
H3 2.695 2.278 -0.399  -0.2205
H4 2.457 1.435 1.538  -0.1320
C1 -1.779 0.780 -0.785  -0.0940
C2 -2.893 -0.044 -0.792  -0.0414
H5 -0.774 0.510 -0.860  -0.0772
H6 -1.862 1.892 -1.044  0.0671
H7 -2.840 -1.053 -0.528  0.0135
H8 -3.898 0.397 -0.902  0.0496

=====

Entry 3:
One molecule with the formula C2H8O2P2S, computed with the ωB97M-V functional and the def2-TZVPD basis.

Values from the calculation:
Relative energy (zero: lowest compared OMol25 entry of this formula, charge and spin) (kJ/mol): 118.2
SMILES: C[C@H](SO)P(O)#[PH2]
Energy (eV): -35709.9489
LUMO (eV): 0.381
Multiplicity: 1
HOMO energy (Eh): -0.30626

Last column: Löwdin charge in e.
Positions of all 15 atoms, in Å:
C1 0.942 1.341 -0.140  -0.1867
C2 0.403 -0.049 0.195  -0.8163
S1 1.380 -1.476 -0.547  0.7839
O1 2.520 -1.629 0.620  -0.4992
P1 -1.288 -0.175 -0.514  0.5681
O2 -2.167 0.782 0.537  -0.3847
P2 -1.798 -2.136 0.223  0.5587
H1 1.758 1.364 -0.763  0.0334
H2 1.227 1.906 0.779  0.0969
H3 0.155 1.834 -0.617  0.0169
H4 0.557 -0.190 1.343  0.1146
H5 3.340 -1.080 0.522  0.0707
H6 -3.110 0.705 0.360  0.0351
H7 -0.756 -2.805 -0.401  -0.2036
H8 -2.659 -2.328 -0.814  -0.1877

=====

Entry 4:
A 2-piece molecular cluster, C2H8O2Si2 overall, computed with the ωB97M-V functional and the def2-TZVPD basis.

Values from the calculation:
Relative energy (zero: lowest compared OMol25 entry of this formula, charge and spin) (kJ/mol): 472.6
SMILES: C[Si](C)=O.O=[SiH2]
Energy (eV): -22053.7001
LUMO (eV): -0.415
Multiplicity: 1
HOMO energy (Eh): -0.33856

Last column: Löwdin charge in e.
Positions of all 14 atoms, in Å:
C1 0.731 -0.027 1.698  -0.1682
Si1 0.519 0.470 -0.030  0.5540
C2 1.078 2.229 -0.364  -0.1751
O1 -0.310 -0.386 -0.971  -0.3855
H1 1.250 0.516 2.424  0.0127
H2 -0.337 -0.006 2.150  0.0924
H3 0.926 -1.072 1.548  0.0241
H4 0.530 2.722 -1.285  0.0871
H5 0.852 2.926 0.511  0.0630
H6 2.081 2.179 -0.508  -0.0334
O2 -3.157 -1.899 -1.760  -0.4569
Si2 -1.800 -2.333 -1.307  0.5045
H7 -0.834 -2.979 -2.246  -0.0551
H8 -1.528 -2.342 0.141  -0.0636

=====

Entry 5:
A 3-piece molecular cluster, C2H8O3 overall, computed with the ωB97M-V functional and the def2-TZVPD basis.

Values from the calculation:
Relative energy (zero: lowest compared OMol25 entry of this formula, charge and spin) (kJ/mol): 76.4
SMILES: C=CO.O.O
Energy (eV): -8345.2094
LUMO (eV): 0.415
Multiplicity: 1
HOMO energy (Eh): -0.33184

Last column: Löwdin charge in e.
Positions of all 13 atoms, in Å:
C1 1.904 -0.808 -3.121  0.0036
C2 1.307 -0.602 -1.953  -0.2837
O1 0.056 -0.053 -1.926  -0.0368
H1 2.817 -1.376 -3.196  0.0460
H2 1.502 -0.368 -4.022  0.0573
H3 1.698 -0.928 -0.995  0.1083
H4 -0.144 0.326 -1.052  0.0504
O2 -0.981 0.108 0.769  -0.0446
H5 -1.632 0.318 0.097  0.0431
H6 -0.882 -0.855 0.778  0.0623
O3 -1.522 1.009 4.865  -0.0738
H7 -1.635 0.962 3.898  0.0319
H8 -1.651 1.952 5.049  0.0361

=====

Entry 6:
A 2-piece molecular cluster, C2H8O5Si overall, computed with the ωB97M-V functional and the def2-TZVPD basis.

Values from the calculation:
Relative energy (zero: lowest compared OMol25 entry of this formula, charge and spin) (kJ/mol): 0.0
Energy (eV): -20313.7513
LUMO (alpha / beta) (eV): 0.493 / -0.684
Multiplicity: 3
HOMO energy (alpha / beta) (Eh): -0.22178 / -0.39474

Last column: Mulliken spin population.
Positions of all 16 atoms, in Å:
C1 1.232 0.193 0.868  0.1133
C2 -0.149 0.497 1.582  1.6227
O1 2.230 0.612 1.749  0.0130
O2 1.253 1.018 -0.264  0.0389
O3 1.356 -1.193 0.555  0.0070
O4 -1.428 0.146 -0.918  0.0306
O5 0.044 1.309 2.482  0.1092
Si1 -1.775 -1.011 -2.046  0.0059
H1 2.645 1.280 1.201  0.0003
H2 0.668 0.566 -0.839  -0.0131
H3 0.654 -1.550 0.006  0.0040
H4 -2.111 0.517 -0.426  -0.0093
H5 0.954 1.686 2.816  0.0766
H6 -0.543 -1.849 -2.089  -0.0002
H7 -2.790 -1.790 -1.378  0.0000
H8 -2.240 -0.433 -3.303  0.0010

=====

Entry 7:
C2H8O6S2Si as an isolated structure, computed with the ωB97M-V functional and the def2-TZVPD basis.

Values from the calculation:
Energy (eV): -44037.4450
LUMO (eV): 0.383
Multiplicity: 1
HOMO energy (Eh): -0.34438

Last column: Löwdin charge in e.
Positions of all 19 atoms, in Å:
C1 0.019 -1.159 -3.022  -0.1774
C2 -0.201 2.059 1.418  -0.1286
O1 -1.963 -0.866 -1.176  -0.4460
O2 -0.204 0.917 -1.232  -0.6500
O3 1.792 0.676 2.155  -0.3481
O4 0.133 -0.618 0.755  -0.4939
O5 -0.176 -2.973 -0.581  -0.2908
O6 -2.289 -1.901 1.098  -0.0040
Si1 -1.248 -2.011 -0.031  0.1917
S1 -1.083 0.106 -2.146  0.9575
S2 0.892 0.668 0.670  1.0064
H1 -0.137 -0.758 -3.990  0.0127
H2 1.089 -1.102 -2.665  0.0913
H3 -0.369 -2.128 -2.846  0.0176
H4 0.425 2.902 1.651  0.0527
H5 -1.000 1.978 0.713  0.0265
H6 -0.563 1.617 2.356  0.0604
H7 2.651 0.256 2.308  0.0590
H8 -2.133 -2.376 1.878  0.0629

=====

Entry 8:
A 2-piece molecular cluster, C2H8OP2 overall, computed with the ωB97M-V functional and the def2-TZVPD basis.

Values from the calculation:
Relative energy (zero: lowest compared OMol25 entry of this formula, charge and spin) (kJ/mol): 467.0
Energy (eV): -22822.3958
LUMO (alpha / beta) (eV): -1.175 / -0.668
Multiplicity: 1
HOMO energy (alpha / beta) (Eh): -0.30169 / -0.35962

Last column: Löwdin charge in e.
Positions of all 13 atoms, in Å:
C1 -0.344 -0.975 0.763  -0.4904
C2 0.496 0.027 0.033  -0.9571
O1 -1.559 -1.226 0.211  -0.1422
P1 1.351 1.276 1.023  0.7744
P2 1.016 -0.349 -1.640  0.7276
H1 -0.659 -0.700 1.841  0.1303
H2 0.378 -1.935 0.755  0.1513
H3 -1.328 1.239 -0.810  0.1375
H4 -1.819 -0.570 -0.513  0.0596
H5 1.583 2.116 -0.204  -0.0609
H6 0.125 1.777 1.067  -0.1524
H7 2.150 -1.135 -1.325  -0.1112
H8 0.348 -1.659 -1.652  -0.0665

=====

Entry 9:
A 2-piece molecular cluster, C2H8OS overall, computed with the ωB97M-V functional and the def2-TZVPD basis.

Values from the calculation:
Relative energy (zero: lowest compared OMol25 entry of this formula, charge and spin) (kJ/mol): 48.0
SMILES: CCO.S
Energy (eV): -15085.9808
LUMO (eV): 0.858
Multiplicity: 1
HOMO energy (Eh): -0.35620

Last column: Löwdin charge in e.
Positions of all 12 atoms, in Å:
C1 1.018 -1.665 0.274  -0.0935
C2 0.774 -1.466 -1.222  -0.3272
O1 0.796 -0.107 -1.622  -0.0888
H1 2.018 -1.343 0.581  0.0720
H2 0.900 -2.721 0.516  0.0737
H3 0.318 -1.062 0.842  0.0347
H4 1.488 -2.067 -1.796  0.1080
H5 -0.219 -1.825 -1.415  0.1029
H6 1.655 0.253 -1.380  0.0813
S1 -1.275 1.526 1.125  0.4876
H7 -1.036 1.497 2.442  -0.2234
H8 -2.465 2.100 1.346  -0.2275

=====

Entry 10:
A 3-piece molecular cluster, C2H8OS2 overall, computed with the ωB97M-V functional and the def2-TZVPD basis.

Values from the calculation:
Relative energy (zero: lowest compared OMol25 entry of this formula, charge and spin) (kJ/mol): 470.0
Energy (eV): -25917.0646
LUMO (eV): -4.034
Multiplicity: 1
HOMO energy (Eh): -0.31545

Last column: Löwdin charge in e.
Positions of all 13 atoms, in Å:
C1 -1.302 1.193 -0.368  -0.6828
S1 -1.384 0.535 1.235  0.6275
S2 1.631 0.867 -1.305  0.5453
C2 1.954 0.128 0.359  -0.5156
H1 -0.568 2.089 -0.419  0.0435
H2 -1.021 0.481 -1.188  0.0188
H3 -2.246 1.619 -0.605  0.0323
H4 1.167 -0.566 0.678  -0.0018
H5 2.957 -0.462 0.362  0.0867
H6 2.005 0.919 1.034  -0.0179
H7 -1.554 -1.806 0.423  -0.0516
H8 -0.617 -2.383 -0.508  -0.0031
O1 -1.023 -2.614 0.302  -0.0814

=====

Entry 11:
A 3-piece molecular cluster, C2H8OS2 overall, computed with the ωB97M-V functional and the def2-TZVPD basis.

Values from the calculation:
Relative energy (zero: lowest compared OMol25 entry of this formula, charge and spin) (kJ/mol): 549.9
Energy (eV): -25916.2359
LUMO (eV): -4.538
Multiplicity: 1
HOMO energy (Eh): -0.30086

Last column: Löwdin charge in e.
Positions of all 13 atoms, in Å:
C1 -0.613 1.774 -1.727  -0.5573
S1 -1.910 0.789 -0.933  0.5707
S2 0.601 -1.112 2.123  0.6096
C2 -0.935 -1.573 1.280  -0.5692
H1 0.198 1.172 -2.168  0.0302
H2 -0.121 2.444 -1.031  0.0023
H3 -1.212 2.379 -2.584  0.0847
H4 -1.218 -2.597 1.416  0.0241
H5 -0.712 -1.418 0.259  -0.0311
H6 -1.722 -0.758 1.566  0.0383
H7 2.477 -1.113 0.675  -0.0411
H8 2.283 0.295 0.804  -0.0340
O1 2.884 -0.283 0.318  -0.1272

=====

Entry 12:
A 2-piece molecular cluster, C2H8OS2 overall, computed with the ωB97M-V functional and the def2-TZVPD basis.

Values from the calculation:
Relative energy (zero: lowest compared OMol25 entry of this formula, charge and spin) (kJ/mol): 62.3
SMILES: CCSS.O
Energy (eV): -25921.2902
LUMO (eV): 0.307
Multiplicity: 1
HOMO energy (Eh): -0.32968

Last column: Löwdin charge in e.
Positions of all 13 atoms, in Å:
C1 0.902 1.931 -0.185  -0.2000
C2 0.077 0.699 -0.630  -0.5758
S1 1.314 -0.632 -1.104  0.4110
S2 0.170 -2.483 -1.150  0.3067
H1 1.076 2.742 -0.926  0.0682
H2 1.957 1.656 0.168  0.0747
H3 0.342 2.485 0.584  0.0658
H4 -0.582 0.951 -1.451  0.0550
H5 -0.558 0.286 0.209  0.0605
H6 -0.441 -2.368 -2.287  -0.2566
O1 -1.192 -1.457 2.296  -0.0475
H7 -1.927 -1.514 1.725  0.0010
H8 -1.137 -2.297 2.751  0.0372

=====

no.,strongest force on any atom (eV/A)
1,1.69
2,4.31
3,2.74
4,4.83
5,0.84
6,8.40
7,6.01
8,3.43
9,0.81
10,2.75
11,4.69
12,2.37